The following is a DFT calculation (ωB97M-V/def2-TZVPD) of C4H6Cl2S2 in the gas phase in a non-equilibrium geometry.

Values from the calculation:
spin multiplicity: 1
structure (SMILES): CSC(=S)[C@H](Cl)CCl
E_LUMO: -0.85 eV
frontier orbital gap: 8.35 eV
energy above the lowest of the compared OMol25 structures with the same formula, charge and spin: 16.5 kcal/mol

Last column: Mulliken charge in e.
Atoms and positions in Å:
C 1.541 1.696 1.731  -0.868
S 0.436 1.635 0.307  0.054
C 0.416 -0.066 -0.017  0.107
S 1.536 -1.208 0.052  -0.232
C -0.924 -0.296 -0.720  -0.231
Cl -2.253 0.026 0.600  -0.155
C -1.037 -1.609 -1.449  -0.599
Cl -2.560 -1.817 -2.350  -0.194
H 2.560 1.485 1.332  0.288
H 1.426 2.652 2.153  0.393
H 1.093 0.992 2.535  0.259
H -1.042 0.559 -1.261  0.429
H -0.268 -1.676 -2.204  0.363
H -0.925 -2.373 -0.708  0.384

Cartesian forces (eV/Å) of the 6 atoms listed first:
-0.335 -2.104 0.099
0.443 0.168 0.735
-1.125 0.162 -1.088
0.636 -0.174 0.700
-0.193 -1.227 2.490
0.702 -0.966 -1.017


The following is a DFT calculation (ωB97M-V/def2-TZVPD) of a molecular structure, C4H6Cl3N in a non-equilibrium geometry.

Values from the calculation:
spin multiplicity: 1
E_LUMO: 0.47 eV
frontier orbital gap: 10.73 eV
energy above the lowest of the compared OMol25 structures with the same formula, charge and spin: 58.9 kcal/mol

Last column: Mulliken charge in e.
Atoms and positions in Å:
C -1.142 -0.441 0.763  -0.507
C 0.328 0.123 0.807  -0.262
C 0.686 0.938 -0.536  -0.273
C 1.453 -0.262 -0.170  0.403
H -1.637 -0.839 -1.164  0.357
H -1.883 0.895 -0.801  0.292
H -1.300 -0.265 1.981  0.244
H -1.024 -1.656 0.618  0.237
H 0.597 0.653 1.695  0.402
H 0.065 0.806 -1.468  0.294
N -2.104 -0.074 -0.415  -0.643
Cl 1.549 2.467 -0.563  -0.175
Cl 1.237 -1.725 -1.086  -0.190
Cl 3.176 -0.620 0.340  -0.176

Cartesian forces (eV/Å) of the 6 atoms listed first:
1.316 -2.764 1.671
-0.571 1.320 -3.795
0.686 -0.228 -0.210
0.453 -2.202 1.426
-1.939 3.003 2.063
-0.287 -1.664 0.820


The following is a DFT calculation (ωB97M-V/def2-TZVPD) of a molecular structure, C4H6Cl3N2O2PdS5.

Values from the calculation:
spin multiplicity: 5
charge: +1
E_LUMO (spin up / spin down): -4.15 / -6.84 eV
frontier orbital gap (spin up / spin down): 8.03 / 5.77 eV
energy above the lowest of the compared OMol25 structures with the same formula, charge and spin: 0.0 kcal/mol

Last column: Mulliken spin population.
Atoms and positions in Å:
Pd 0.874 1.200 1.171  1.184
S -0.183 1.474 3.344  0.749
S -0.066 3.312 3.977  0.390
S 0.566 4.625 2.374  0.404
S 1.483 3.613 0.989  0.694
Cl 2.443 0.285 -0.764  0.066
C 2.819 -0.895 0.576  -0.026
Cl 3.237 0.112 2.006  0.052
Cl 4.126 -1.917 0.129  0.001
C 1.470 -1.667 0.856  0.006
O 1.402 -2.835 0.593  0.015
O 0.526 -0.904 1.292  0.124
C -1.645 -2.008 -1.580  -0.001
N -1.362 -0.845 -0.752  0.006
C -1.568 0.397 -1.126  -0.013
N -2.154 0.663 -2.292  0.013
S -1.148 1.759 -0.140  0.340
H -1.411 -2.895 -1.001  0.000
H -1.029 -2.007 -2.481  0.001
H -2.702 -2.046 -1.851  0.000
H -0.868 -0.981 0.132  -0.002
H -2.521 -0.063 -2.885  -0.002
H -2.289 1.621 -2.567  0.000

Cartesian forces (eV/Å) of the 6 atoms listed first:
-0.171 0.140 0.062
0.010 0.037 -0.027
-0.037 -0.080 -0.027
0.078 -0.029 -0.053
-0.076 -0.015 0.051
0.005 -0.106 -0.006


The following is a DFT calculation (ωB97M-V/def2-TZVPD) of a molecular structure, C4H6Cl3O4Y in a non-equilibrium geometry.

Values from the calculation:
spin multiplicity: 1
charge: -2
E_LUMO: 5.63 eV
frontier orbital gap: 8.01 eV
energy above the lowest of the compared OMol25 structures with the same formula, charge and spin: 1.6 kcal/mol

Last column: Mulliken charge in e.
Atoms and positions in Å:
Y 0.528 0.819 -0.135  1.011
C -3.675 1.776 0.420  -1.026
C -2.267 1.388 0.023  1.188
O -1.346 2.257 0.098  -0.633
O -1.988 0.220 -0.327  -0.724
H -4.375 1.238 -0.227  0.286
H -3.817 2.845 0.278  0.272
H -3.881 1.463 1.441  0.223
C 2.920 -2.899 -0.297  -1.079
C 2.048 -1.676 -0.262  1.229
O 0.826 -1.689 -0.555  -0.740
O 2.570 -0.561 0.048  -0.687
H 3.373 -2.968 -1.289  0.246
H 2.345 -3.800 -0.091  0.288
H 3.740 -2.772 0.407  0.294
Cl 0.088 0.214 2.531  -0.721
Cl 0.763 1.240 -2.728  -0.694
Cl 2.147 2.906 0.665  -0.732

Cartesian forces (eV/Å) of the 6 atoms listed first:
0.273 -0.316 0.811
-0.224 -0.282 -0.723
1.209 -0.043 0.149
-0.332 0.457 0.078
-0.245 -0.339 -0.076
0.030 0.024 0.077


The following is a DFT calculation (ωB97M-V/def2-TZVPD) of C4H6ClF in the gas phase in a non-equilibrium geometry.

Values from the calculation:
spin multiplicity: 1
structure (SMILES): FC[C@@H]1C[C@@H]1Cl
E_LUMO: 0.94 eV
frontier orbital gap: 11.28 eV
energy above the lowest of the compared OMol25 structures with the same formula, charge and spin: 25.1 kcal/mol

Last column: Mulliken charge in e.
Atoms and positions in Å:
F 2.105 -1.514 -0.335  -0.290
C 1.293 -0.692 0.460  -0.343
C 0.272 0.042 -0.409  0.029
C -0.694 1.104 0.213  -0.629
C -1.235 -0.076 -0.543  -0.231
Cl -2.170 -1.417 0.051  -0.190
H 0.770 -1.263 1.204  0.268
H 1.889 0.109 0.946  0.239
H 0.761 0.351 -1.386  0.280
H -0.514 2.170 -0.045  0.273
H -0.712 0.966 1.297  0.272
H -1.764 0.218 -1.453  0.323

Cartesian forces (eV/Å) of the 6 atoms listed first:
-0.461 0.448 0.634
-0.785 1.058 -0.751
0.013 1.196 -1.703
1.864 -0.800 1.349
0.083 1.055 -1.170
-0.050 -0.182 0.966


The following is a DFT calculation (ωB97M-V/def2-TZVPD) of C4H6ClF in the gas phase in a non-equilibrium geometry.

Values from the calculation:
spin multiplicity: 1
structure (SMILES): CC/C(Cl)=C/F
E_LUMO: 0.92 eV
frontier orbital gap: 10.16 eV
energy above the lowest of the compared OMol25 structures with the same formula, charge and spin: 19.2 kcal/mol

Last column: Mulliken charge in e.
Atoms and positions in Å:
C 0.897 -1.145 -0.562  -0.970
C 0.557 -0.124 0.619  -0.660
C -0.440 1.007 0.423  0.258
Cl -0.322 2.442 1.341  -0.177
C -1.480 0.772 -0.396  -0.152
F -2.436 1.747 -0.542  -0.251
H 0.914 -2.133 -0.104  0.261
H 1.877 -0.781 -0.954  0.272
H 0.295 -1.012 -1.462  0.374
H 1.508 0.153 1.022  0.417
H 0.215 -0.714 1.471  0.290
H -1.585 -0.211 -0.855  0.338

Cartesian forces (eV/Å) of the 6 atoms listed first:
0.562 2.393 0.379
-0.210 -1.165 0.116
-0.465 -1.538 -1.387
0.202 0.138 0.086
0.656 1.387 1.264
0.518 -1.344 -0.274


The following is a DFT calculation (ωB97M-V/def2-TZVPD) of C4H6ClF in the gas phase in a non-equilibrium geometry.

Values from the calculation:
spin multiplicity: 1
structure (SMILES): C[C@]1(Cl)C[C@@H]1F
E_LUMO: 1.00 eV
frontier orbital gap: 11.32 eV
energy above the lowest of the compared OMol25 structures with the same formula, charge and spin: 22.3 kcal/mol

Last column: Mulliken charge in e.
Atoms and positions in Å:
C -0.041 1.739 0.096  -1.282
C -0.106 0.194 0.215  0.759
Cl -1.804 -0.379 -0.226  -0.243
C 0.700 -0.588 1.129  -0.699
C 0.966 -0.641 -0.310  -0.134
F 2.155 -0.140 -0.634  -0.307
H -0.846 2.254 0.642  0.379
H 0.887 2.225 0.428  0.305
H -0.294 2.166 -0.884  0.336
H 1.432 -0.024 1.772  0.244
H 0.282 -1.520 1.509  0.262
H 0.695 -1.624 -0.695  0.379

Cartesian forces (eV/Å) of the 6 atoms listed first:
-0.685 0.609 0.280
-2.137 2.800 -1.862
1.067 0.253 0.456
0.552 -0.550 2.790
-0.100 -1.847 0.567
1.093 0.773 -1.352


The following is a DFT calculation (ωB97M-V/def2-TZVPD) of 2 unconnected molecules or ions with the total composition C4H6ClF in a non-equilibrium geometry.

Values from the calculation:
spin multiplicity: 1
E_LUMO: 0.96 eV
frontier orbital gap: 9.85 eV
energy above the lowest of the compared OMol25 structures with the same formula, charge and spin: 70.9 kcal/mol

Last column: Mulliken charge in e.
Atoms and positions in Å:
C 2.293 -0.206 0.152  -0.587
C 1.107 -0.711 0.039  -0.269
C -1.787 0.257 0.387  -0.927
C -0.699 0.337 -0.603  0.430
F -0.313 1.629 -0.603  -0.238
Cl -0.902 -0.310 -2.150  -0.146
H 3.009 -0.830 0.573  0.277
H 2.757 0.713 -0.155  0.281
H 0.683 -1.616 0.368  0.325
H -1.947 -0.864 0.767  0.267
H -1.486 0.973 1.254  0.251
H -2.715 0.629 -0.030  0.338

Cartesian forces (eV/Å) of the 6 atoms listed first:
0.171 0.526 -0.478
-4.377 2.823 -0.942
-0.088 -1.811 2.629
4.379 -1.070 2.353
0.377 0.701 -0.908
-0.636 -0.278 -1.299